{
  "formula": "C64H63CsFN3O2P2S2",
  "method": "ωB97M-V/def2-TZVPD",
  "e_lumo_ev": 3.34,
  "de_lowest_kcal_mol": 0.0,
  "charge": -2,
  "e_tot_ha": -4390.5524,
  "elements": ["Cs", "C", "C", "C", "C", "C", "C", "C", "C", "C", "C", "C", "C", "N", "C", "C", "C", "C", "C", "C", "F", "H", "H", "H", "H", "H", "H", "H", "H", "H", "H", "H", "H", "H", "H", "H", "H", "H", "H", "H", "H", "H", "C", "C", "C", "C", "N", "C", "C", "C", "C", "C", "C", "C", "H", "H", "H", "H", "H", "H", "H", "H", "C", "S", "C", "C", "C", "N", "P", "C", "C", "C", "C", "C", "C", "C", "C", "C", "C", "C", "C", "P", "C", "C", "C", "C", "C", "C", "C", "C", "C", "C", "C", "C", "H", "H", "H", "H", "H", "H", "H", "H", "H", "H", "H", "H", "H", "H", "H", "H", "H", "H", "H", "H", "H", "H", "H", "H", "H", "H", "H", "H", "H", "O", "C", "O", "C", "C", "C", "C", "S", "C", "C", "H", "H", "H", "H", "H"],
  "coordinates": [[0.767, -1.597, 1.018], [-3.741, -5.233, 3.343], [-3.456, -4.253, 2.203], [-4.237, -4.631, 0.946], [-3.716, -2.828, 2.650], [-5.020, -2.342, 2.725], [-5.283, -1.053, 3.156], [-4.215, -0.222, 3.473], [-2.903, -0.670, 3.406], [-1.758, 0.289, 3.651], [-1.930, 1.156, 4.896], [-1.566, 1.161, 2.406], [-2.631, -2.011, 3.037], [-1.331, -2.512, 2.996], [-0.748, -2.779, 4.180], [-1.356, -2.670, 5.464], [-0.700, -3.001, 6.640], [0.608, -3.461, 6.638], [1.252, -3.576, 5.404], [0.595, -3.244, 4.251], [1.301, -3.390, 3.069], [-3.508, -6.261, 3.048], [-4.797, -5.193, 3.631], [-3.142, -4.982, 4.221], [-2.389, -4.307, 1.983], [-5.318, -4.620, 1.118], [-3.969, -5.640, 0.619], [-4.026, -3.943, 0.124], [-5.846, -2.992, 2.454], [-6.304, -0.692, 3.229], [-4.405, 0.804, 3.772], [-0.845, -0.289, 3.794], [-2.751, 1.872, 4.787], [-1.012, 1.718, 5.078], [-2.126, 0.537, 5.774], [-2.422, 1.827, 2.254], [-1.482, 0.556, 1.499], [-0.663, 1.770, 2.486], [-2.380, -2.321, 5.510], [-1.232, -2.891, 7.579], [1.125, -3.708, 7.556], [2.278, -3.912, 5.325], [5.253, 0.435, -1.521], [5.347, -0.253, -2.720], [4.681, -1.458, -2.853], [3.914, -1.950, -1.791], [3.816, -1.273, -0.638], [4.482, -0.128, -0.514], [3.188, -3.244, -1.913], [3.927, -4.341, -2.374], [3.332, -5.591, -2.466], [1.998, -5.718, -2.101], [1.289, -4.597, -1.675], [1.826, -3.300, -1.553], [5.745, 1.384, -1.362], [5.922, 0.151, -3.546], [4.719, -2.019, -3.778], [4.388, 0.365, 0.449], [4.977, -4.226, -2.632], [3.902, -6.451, -2.798], [1.513, -6.690, -2.146], [0.239, -4.763, -1.415], [1.008, 2.068, -6.860], [1.744, 0.430, -6.740], [1.079, -0.084, -5.137], [1.744, 0.586, -3.946], [1.209, 0.121, -2.597], [-0.126, 0.666, -2.230], [-1.224, -0.626, -1.727], [-2.810, 0.256, -1.461], [-3.590, -0.208, -0.404], [-4.826, 0.368, -0.125], [-5.285, 1.426, -0.891], [-4.512, 1.908, -1.943], [-3.289, 1.323, -2.226], [-1.546, -1.429, -3.353], [-2.448, -0.977, -4.318], [-2.572, -1.637, -5.531], [-1.795, -2.761, -5.797], [-0.908, -3.226, -4.841], [-0.789, -2.567, -3.622], [-0.245, 2.127, -1.323], [-0.547, 3.398, -2.622], [-0.595, 4.731, -2.210], [-0.869, 5.744, -3.114], [-1.123, 5.439, -4.447], [-1.101, 4.116, -4.862], [-0.816, 3.103, -3.954], [1.481, 2.602, -0.901], [1.943, 2.320, 0.382], [3.195, 2.761, 0.801], [3.999, 3.484, -0.062], [3.563, 3.753, -1.355], [2.317, 3.314, -1.769], [1.318, 2.503, -7.810], [1.337, 2.724, -6.054], [-0.082, 2.002, -6.845], [1.232, -1.165, -5.091], [-0.003, 0.072, -5.147], [1.660, 1.674, -4.019], [2.812, 0.357, -3.970], [1.937, 0.394, -1.831], [1.169, -0.975, -2.552], [-3.226, -1.006, 0.235], [-5.400, -0.003, 0.714], [-6.239, 1.887, -0.662], [-4.856, 2.745, -2.537], [-2.694, 1.709, -3.041], [-3.066, -0.111, -4.124], [-3.274, -1.274, -6.273], [-1.887, -3.268, -6.751], [-0.293, -4.097, -5.034], [-0.061, -2.903, -2.892], [-0.404, 4.973, -1.169], [-0.891, 6.774, -2.778], [-1.344, 6.230, -5.153], [-1.304, 3.869, -5.898], [-0.811, 2.064, -4.270], [1.347, 1.764, 1.097], [3.518, 2.531, 1.809], [4.968, 3.837, 0.272], [4.194, 4.308, -2.040], [1.980, 3.546, -2.772], [4.756, 6.373, 5.804], [3.485, 6.111, 5.369], [2.699, 7.026, 5.344], [3.193, 4.722, 4.978], [1.972, 4.441, 4.355], [1.644, 3.162, 3.960], [2.512, 2.063, 4.165], [2.162, 0.454, 3.670], [3.740, 2.368, 4.807], [4.066, 3.647, 5.196], [5.281, 5.570, 5.711], [1.281, 5.258, 4.184], [0.693, 2.989, 3.476], [4.424, 1.550, 4.995], [5.017, 3.776, 5.709]],
  "atomic_forces_ev_per_a": [[0.33, 0.25, -0.18], [-0.01, -0.01, 0.04], [0.01, 0.03, 0.01], [-0.03, -0.01, -0.03], [-0.05, -0.04, -0.03], [0.04, -0.05, -0.05], [0.03, 0.02, 0.04], [0.02, 0.01, -0.03], [0.01, -0.04, 0.05], [0.01, 0.07, -0.04], [0.00, -0.01, 0.02], [0.02, 0.08, -0.01], [-0.01, -0.04, 0.02], [0.00, -0.03, 0.15], [0.03, -0.08, -0.07], [-0.03, -0.01, -0.05], [0.00, 0.01, -0.01], [-0.01, 0.00, 0.01], [0.03, 0.01, -0.05], [0.02, -0.06, -0.11], [-0.24, -0.17, 0.49], [0.00, 0.02, 0.00], [0.02, 0.00, -0.01], [0.00, 0.00, -0.01], [0.02, 0.00, -0.02], [0.02, -0.02, 0.01], [0.01, 0.02, 0.01], [0.01, 0.00, 0.02], [0.01, 0.01, 0.00], [0.01, 0.00, 0.00], [-0.01, -0.01, -0.01], [-0.01, -0.01, -0.04], [0.00, 0.00, 0.00], [0.01, 0.02, 0.00], [0.00, 0.01, -0.01], [0.00, -0.02, 0.01], [0.00, -0.03, 0.01], [-0.04, -0.06, 0.03], [0.00, 0.00, 0.00], [0.01, 0.00, 0.00], [0.00, 0.00, 0.00], [0.00, 0.01, 0.01], [0.00, 0.00, 0.05], [-0.01, -0.02, -0.04], [0.04, 0.01, 0.03], [0.04, 0.07, -0.03], [-0.02, -0.08, -0.04], [-0.06, -0.01, 0.08], [0.05, -0.04, 0.01], [-0.05, 0.01, -0.01], [0.02, 0.00, 0.00], [-0.01, 0.02, 0.00], [-0.08, -0.05, 0.02], [-0.02, -0.15, -0.02], [0.01, 0.00, -0.01], [0.00, 0.00, -0.01], [0.01, 0.01, -0.01], [-0.01, 0.00, -0.03], [0.01, 0.01, 0.00], [0.02, 0.00, -0.01], [0.01, 0.01, -0.01], [0.02, 0.02, -0.02], [-0.04, 0.07, -0.01], [0.01, -0.03, -0.02], [-0.05, -0.06, 0.04], [0.04, 0.03, -0.03], [-0.06, 0.02, 0.09], [0.03, -0.10, 0.07], [-0.17, 0.11, -0.08], [0.02, 0.03, -0.04], [-0.01, 0.04, 0.06], [0.02, -0.02, 0.02], [0.01, 0.02, -0.02], [0.02, -0.01, 0.00], [0.00, 0.01, 0.04], [-0.05, 0.06, -0.03], [0.01, -0.05, -0.03], [0.03, 0.01, 0.01], [0.00, 0.00, -0.02], [-0.01, 0.00, 0.04], [-0.01, 0.04, -0.13], [-0.03, 0.02, -0.05], [-0.03, 0.00, -0.03], [0.00, 0.05, -0.03], [-0.01, -0.02, 0.05], [0.00, -0.01, -0.02], [-0.02, 0.03, 0.01], [-0.01, -0.02, 0.06], [0.02, 0.03, -0.01], [0.07, 0.05, 0.04], [0.02, -0.03, 0.03], [0.02, 0.02, 0.00], [-0.03, -0.03, -0.01], [0.01, 0.02, 0.00], [0.01, -0.02, 0.00], [0.00, -0.02, 0.00], [0.04, -0.02, 0.00], [0.02, 0.03, 0.00], [0.02, 0.00, -0.01], [-0.04, 0.00, -0.01], [-0.02, 0.00, -0.01], [0.00, 0.01, 0.01], [0.01, 0.01, -0.05], [0.00, -0.02, -0.02], [0.01, 0.00, -0.03], [0.00, 0.00, -0.01], [0.00, 0.00, 0.00], [-0.02, 0.03, 0.03], [0.00, -0.05, -0.03], [0.00, 0.00, 0.01], [0.00, 0.00, 0.01], [-0.01, 0.00, 0.00], [0.03, -0.07, 0.09], [0.01, 0.00, -0.03], [0.00, 0.00, -0.01], [0.00, 0.00, -0.01], [0.00, 0.01, 0.02], [0.06, 0.03, -0.01], [-0.13, -0.02, 0.01], [0.00, 0.00, -0.04], [-0.01, 0.00, -0.01], [-0.01, 0.00, 0.00], [0.02, 0.01, 0.03], [0.06, -0.02, -0.02], [-0.06, -0.06, 0.08], [-0.02, 0.05, -0.04], [0.04, 0.08, -0.01], [0.00, -0.09, -0.02], [-0.03, 0.07, 0.03], [0.13, -0.09, 0.01], [-0.07, 0.18, -0.08], [-0.01, 0.04, 0.04], [-0.03, -0.08, -0.03], [0.00, 0.03, 0.00], [0.02, 0.01, 0.00], [-0.01, -0.02, 0.00], [0.00, 0.00, 0.00], [0.00, 0.01, -0.01]]
}